# 1
{"formula": "C22H33F6N11P", "method": "ωB97M-V/def2-TZVPD", "elements": ["P", "F", "F", "F", "F", "F", "F", "C", "C", "N", "H", "H", "H", "C", "C", "N", "H", "H", "H", "C", "C", "N", "H", "H", "H", "C", "C", "N", "H", "H", "H", "C", "C", "N", "H", "H", "H", "C", "C", "N", "H", "H", "H", "C", "C", "N", "H", "H", "H", "C", "C", "N", "H", "H", "H", "C", "C", "N", "H", "H", "H", "C", "C", "N", "H", "H", "H", "C", "C", "N", "H", "H", "H"], "xyz": [[0.3845, -0.6797, 0.0035], [-0.2479, 0.8258, 0.0031], [1.7441, -0.2143, 0.7641], [-0.3141, -1.0112, 1.3958], [0.9607, -2.1853, -0.0072], [-0.9805, -1.2804, -0.7127], [0.9564, -0.3647, -1.4234], [0.3177, -5.2772, 1.2734], [1.2998, -5.5177, 0.1699], [2.0960, -5.7340, -0.6625], [0.1322, -6.1537, 1.8942], [-0.6428, -5.0121, 0.8316], [0.7319, -4.4583, 1.8615], [0.3504, 1.7148, 3.6293], [-0.0881, 0.3989, 4.0689], [-0.3793, -0.6277, 4.4544], [1.2934, 1.9501, 4.1227], [-0.3746, 2.4430, 3.9927], [0.3500, 1.8116, 2.5436], [-2.3189, 1.7695, -2.6897], [-2.8969, 2.7256, -1.7539], [-3.2661, 3.4788, -1.0115], [-1.2536, 1.8339, -2.4681], [-2.4646, 2.0842, -3.7230], [-2.7981, 0.7925, -2.6272], [-3.2339, 0.4743, 1.2855], [-4.1505, -0.4305, 0.6288], [-4.8522, -1.1774, 0.0673], [-2.4625, 0.7561, 0.5689], [-2.8225, 0.1570, 2.2438], [-3.7663, 1.4029, 1.4915], [3.3071, 2.2313, 2.0595], [4.0161, 3.1531, 2.8277], [4.6052, 3.9536, 3.4713], [2.2989, 2.5502, 1.7952], [3.2163, 1.2946, 2.6095], [3.8187, 2.0621, 1.1120], [1.5605, -0.1124, -4.8551], [1.0678, 0.8884, -5.8159], [0.5490, 1.6904, -6.5199], [0.8692, -0.9523, -4.9233], [1.6085, 0.4727, -3.9366], [2.5681, -0.3688, -5.1826], [-0.4470, 4.5946, 0.0995], [-0.0110, 4.6905, 1.4939], [0.2234, 4.7958, 2.6221], [-1.3625, 5.1743, -0.0180], [-0.5586, 3.5767, -0.2742], [0.2610, 4.9316, -0.6577], [-2.6629, -2.9767, 3.5254], [-2.8352, -4.4181, 3.5024], [-3.0009, -5.5357, 3.4982], [-1.6734, -2.8684, 3.0812], [-2.6915, -2.5531, 4.5293], [-3.4670, -2.5419, 2.9318], [3.6913, -2.3036, 0.2149], [4.4780, -1.0628, 0.5526], [5.1371, -0.1179, 0.7860], [3.0463, -2.4096, 1.0872], [4.4770, -3.0551, 0.1370], [3.1691, -2.1777, -0.7336], [2.1152, 2.4350, -1.4794], [3.0471, 2.6029, -2.6300], [3.6979, 2.6718, -3.5934], [1.0936, 2.3250, -1.8430], [2.0417, 3.4078, -0.9933], [2.5699, 1.7348, -0.7786], [-3.3789, -2.4566, -2.7153], [-3.8073, -1.3426, -3.5341], [-4.1223, -0.4369, -4.1432], [-2.4442, -2.8970, -3.0625], [-4.2317, -3.1354, -2.7126], [-3.1431, -2.0093, -1.7497]], "forces_ev_per_angstrom": [[-1.55, -1.10, 0.15], [0.16, 0.00, 0.56], [-0.37, 0.60, -0.26], [-0.17, 0.47, 1.03], [0.27, -0.43, -0.36], [-0.06, 0.51, -0.16], [1.12, -0.04, -0.99], [0.54, 0.05, -0.93], [1.22, -0.80, -1.10], [-1.92, 0.55, 1.97], [0.39, -0.05, -0.12], [0.11, 0.31, 0.04], [-0.34, 0.04, 0.09], [-0.66, 0.26, 0.40], [0.67, 1.33, -0.65], [-0.63, -1.59, 0.68], [0.11, 0.02, -0.39], [0.00, 0.09, 0.00], [0.31, -0.23, 0.10], [-0.10, 0.50, -0.16], [0.96, -2.61, -2.76], [-1.47, 2.63, 2.68], [0.16, -0.75, -0.14], [-0.04, 0.24, 0.07], [0.48, 0.08, 0.41], [-0.12, 1.17, -0.06], [-1.31, -2.01, -0.95], [1.28, 1.50, 1.14], [0.27, -0.25, 0.22], [0.07, -0.51, -0.32], [-0.16, 0.09, -0.03], [-1.15, -1.60, -1.41], [2.89, 4.56, 3.36], [-1.90, -2.76, -2.08], [0.05, 0.32, 0.23], [0.09, -0.17, -0.25], [0.16, -0.26, 0.16], [0.09, 1.21, -1.18], [-2.23, 2.78, -2.59], [2.01, -2.86, 2.36], [0.20, -0.03, 0.64], [-0.08, -0.79, 0.47], [-0.01, -0.28, 0.30], [0.18, 0.01, -0.61], [0.12, -0.02, 0.48], [-0.07, -0.13, -0.96], [-0.09, -0.28, -0.04], [-0.57, -0.28, 0.73], [0.43, 0.74, 0.48], [0.20, -0.39, -0.27], [-0.28, 2.09, 0.61], [-0.22, -2.56, -0.11], [-0.09, 0.93, -0.05], [0.18, -0.21, -0.07], [0.29, 0.19, -0.19], [1.61, 1.59, 0.70], [1.24, 1.85, -0.14], [-1.70, -2.53, -0.52], [-0.20, -0.57, -0.48], [-0.42, -0.42, 0.05], [-0.08, -0.04, 0.36], [1.05, 1.36, -0.60], [0.25, -0.13, -1.23], [-0.93, -0.09, 1.63], [0.08, -0.97, 0.03], [0.39, 0.16, 0.23], [-0.70, -0.36, -0.14], [0.03, 0.43, 0.11], [0.74, -0.91, 0.32], [-0.65, 1.18, -1.00], [-0.26, -0.11, -0.29], [0.38, -0.32, 0.49], [-0.30, -0.44, 0.31]], "multiplicity": 2, "charge": -2, "e_homo_ev": [2.43, -7.11], "e_tot_ha": -2401.11479}

---

# 2
{"formula": "C22H33F9InN2O3S2", "method": "ωB97M-V/def2-TZVPD", "elements": ["C", "C", "C", "O", "O", "C", "C", "C", "C", "C", "C", "In", "C", "N", "C", "C", "C", "S", "C", "S", "N", "C", "C", "O", "C", "C", "C", "F", "F", "C", "F", "F", "C", "F", "F", "C", "F", "F", "F", "H", "H", "H", "H", "H", "H", "H", "H", "H", "H", "H", "H", "H", "H", "H", "H", "H", "H", "H", "H", "H", "H", "H", "H", "H", "H", "H", "H", "H", "H", "H", "H", "H"], "xyz": [[8.5159, -4.4379, 1.1307], [9.4105, -3.2504, 0.9916], [9.2063, -1.9206, 1.9816], [10.1381, -1.5175, 2.8780], [7.9570, -1.1072, 1.9374], [8.2034, -0.0200, 0.9495], [6.7458, 0.6071, 0.4336], [6.1381, -0.1724, -0.8832], [4.4927, -0.3607, -0.8491], [3.6783, 1.0674, -1.0018], [2.2688, 1.1102, -0.1066], [0.3906, 1.2783, -1.3588], [1.0741, 1.0641, -3.5532], [1.3671, -0.4381, -3.7500], [-1.0281, -0.5124, -1.0186], [-2.1338, -0.2320, 0.1671], [-3.5866, -1.0145, -0.1013], [-4.7370, -0.6583, 1.3801], [-6.5497, -0.6711, 0.7762], [-6.9027, 0.1242, -0.6847], [-7.5270, -1.4100, 1.6636], [-8.9717, -1.1335, 1.3107], [-9.5331, -2.0659, 0.0532], [-9.2434, -3.4978, 0.2482], [-7.7567, -3.6313, 0.2528], [-7.2354, -2.8961, 1.6595], [-0.7522, 3.2284, -1.1055], [-2.2271, 3.0804, -1.2495], [-0.3234, 4.1050, -2.2590], [-0.3293, 4.0712, 0.2742], [0.2792, 3.1929, 1.3181], [0.7903, 4.9818, -0.1737], [-1.5154, 5.0594, 0.8249], [-0.8389, 6.0744, 1.7151], [-2.2142, 5.8410, -0.2212], [-2.6564, 4.3340, 1.7504], [-2.6041, 2.8543, 1.7736], [-4.0582, 4.6873, 1.3109], [-2.5668, 4.8536, 3.1654], [7.8861, -4.8159, 0.2034], [8.4542, -4.9953, 2.1688], [10.3044, -3.2052, 0.2326], [8.7769, 0.8320, 1.5172], [8.8391, -0.4842, 0.0820], [6.9495, 1.7474, 0.1541], [6.0199, 0.5028, 1.3464], [6.5134, 0.3647, -1.8566], [6.5827, -1.2744, -0.9002], [4.1476, -1.0767, -1.7264], [4.2399, -0.7852, 0.2204], [3.4834, 1.2640, -2.1469], [4.4464, 1.9094, -0.6470], [2.2248, 0.0623, 0.4384], [2.4296, 1.9566, 0.6853], [2.0749, 1.6310, -3.7742], [0.2075, 1.3065, -4.3176], [1.6537, -0.8822, -2.8499], [0.4851, -0.9394, -4.0538], [-0.4414, -1.5240, -0.9109], [-1.6455, -0.5840, -2.0378], [-1.7131, -0.4830, 1.2480], [-2.3961, 0.9185, 0.1118], [-4.0805, -0.4290, -1.0066], [-3.4552, -2.1636, -0.2981], [-9.6148, -1.4613, 2.2598], [-9.1959, 0.0168, 1.1648], [-10.7022, -1.9055, 0.0339], [-9.1416, -1.6806, -1.0025], [-7.4606, -4.7776, 0.3668], [-7.2713, -3.1340, -0.7022], [-7.8563, -3.4134, 2.5266], [-6.1100, -3.1649, 1.8402]], "forces_ev_per_angstrom": [[1.84, 2.39, -0.31], [-2.33, -1.28, 1.01], [4.25, 1.86, 5.28], [-5.76, -2.69, -5.91], [3.24, -1.88, -1.46], [-0.58, 1.10, -0.39], [0.75, -0.39, -0.23], [-0.05, -0.87, 0.16], [0.24, 0.85, 0.04], [0.65, 0.06, 0.01], [2.02, -0.41, 0.49], [0.59, -0.95, -0.58], [-0.29, -0.29, -0.52], [-0.89, -0.29, 0.23], [-1.46, -0.63, -0.38], [-0.26, 0.20, -0.12], [0.44, 1.18, -1.11], [-1.23, -0.83, -0.76], [0.01, -0.45, -0.59], [0.26, -1.12, 2.43], [1.53, 0.92, -2.62], [-1.43, -0.76, 0.36], [-0.70, 1.34, -0.24], [1.82, 1.73, -0.54], [0.38, 0.13, 1.52], [-0.33, -1.75, -0.21], [-0.19, 1.10, -0.89], [3.05, 1.02, 0.77], [-1.47, -1.63, 2.81], [1.85, 1.07, -1.50], [-2.47, 2.92, -3.01], [-3.23, -2.57, 1.80], [0.46, 2.69, 0.96], [-2.15, -2.88, -2.65], [2.55, -2.76, 3.18], [-3.25, -0.77, 2.12], [0.08, 5.32, -0.03], [4.95, -1.22, 1.41], [-0.25, -2.11, -4.80], [2.44, -0.05, 1.77], [-1.03, 2.00, -1.96], [-2.65, 0.51, 0.77], [-0.85, -1.73, -1.20], [-1.22, 1.19, 1.39], [-0.57, -2.47, 0.84], [1.31, 0.41, -1.75], [-0.85, -0.99, 1.81], [-0.76, 2.25, 0.06], [0.78, 1.24, 2.01], [0.42, 0.53, -2.23], [0.39, -0.41, 2.26], [-1.79, -1.62, -0.67], [0.01, 2.14, -0.77], [-0.50, -1.73, -1.31], [-2.11, -0.82, 0.04], [2.03, -0.07, 1.39], [-0.46, 0.52, -0.98], [1.41, 0.89, 0.70], [-1.26, 1.81, 0.00], [1.24, 0.04, 2.02], [-0.86, 0.51, -2.27], [0.43, -2.39, 0.38], [1.00, -1.60, 1.74], [-0.38, 2.28, 0.46], [1.45, 0.56, -1.94], [0.80, -2.48, 0.02], [2.29, -0.65, 0.14], [-0.53, -0.89, 2.37], [-0.89, 2.47, -0.51], [-1.02, -1.03, 1.88], [1.18, 1.22, -1.76], [-2.10, 1.02, -0.39]], "charge": -1, "e_homo_ev": -4.66, "e_tot_ha": -3078.00722}

---

Q: Look up the charge of the second one.
A: -1

---

Q: The lowest charge belongs to which entry?
A: C22H33F6N11P